The following is a DFT calculation (the ωB97M-V functional and the def2-TZVPD basis) of C7H16O2S2Si in the gas phase at a distorted geometry.

Structure (ORCA input):
```
! wB97M-V def2-TZVPD RIJCOSX def2/J DEFGRID3
* xyz 0 1
C -2.7516 -0.7597 -0.9859
H -0.6928 -3.5335 -0.4583
H 3.0285 0.9974 -0.1099
O 1.9610 -0.8415 1.0912
Si -1.2441 -1.1885 0.1165
S 1.1091 0.2237 1.5583
H 3.1807 2.8441 -0.0641
H -3.0855 -1.6853 -1.5807
S 0.7931 0.2877 -1.4356
H 2.5003 1.9894 2.0975
C -1.6825 -1.4742 1.9465
O -0.2442 0.5115 -2.3958
H -0.5697 1.3135 0.1976
H -3.5828 -0.2026 -0.4894
H -0.9809 -1.9607 2.5048
H 0.9936 2.4471 1.3621
C 2.5307 1.8964 -0.1426
C 1.4318 1.9839 -1.1999
C 1.8822 1.9503 1.1982
C -0.2366 -2.5878 -0.7084
H 0.7848 -2.3683 -0.6115
C -0.1760 0.3829 0.0811
H -2.7192 -1.9219 2.0958
H 0.6169 2.5639 -0.9675
H -0.2395 -2.5418 -1.7703
H -2.5378 0.0411 -1.7373
H 1.7356 2.2749 -2.1556
H -1.8051 -0.6418 2.5631
*
```

Values from the calculation:
Energy relative to the best compared isomer or geometry (same formula, charge and spin) in eV: 2.498
Total energy in eV: -41158.7661
E_HOMO in eV: -8.745
Gap between HOMO and LUMO in eV: 9.26

Löwdin atomic charge list, values in e, 5 entries:
1 C -0.192
2 H 0.037
3 H 0.064
4 O -0.539
5 Si 0.531

The following is a DFT calculation (the ωB97M-V functional and the def2-TZVPD basis) of 2 unconnected molecules or ions with the total composition C7H16S at a distorted geometry.

Structure (ORCA input):
```
! wB97M-V def2-TZVPD RIJCOSX def2/J DEFGRID3
* xyz 0 1
H 1.4311 1.5198 -3.9598
H -1.7374 -3.4001 1.1713
H 1.7752 -0.1270 -3.4070
H -0.6428 1.5923 -2.6474
C -0.6417 -1.7252 3.5827
H -0.5898 -0.7464 4.0480
H -1.0971 1.8142 0.0180
H -1.6722 -0.7863 0.5930
C -0.7531 -3.1880 1.5896
C 0.1270 0.8683 -2.3705
H -1.1081 0.2451 1.9452
C 0.9821 0.5944 -3.6012
H -0.3447 -0.0442 -2.0147
C -0.7451 -1.8505 2.2684
H -0.5673 -3.9830 2.3098
H -0.5184 3.3182 -0.7465
H -0.5917 -2.5754 4.2473
C -0.2304 2.4394 -0.1708
H 0.0330 -0.4385 0.8642
S 1.1056 1.5933 -1.0283
C -0.9188 -0.6606 1.3681
H 0.3484 0.1973 -4.3960
H -0.0133 -3.2309 0.7908
H 0.1377 2.8182 0.7834
*
```

Values from the calculation:
SMILES: C=C(C)C.CCSC
Energy relative to the best compared isomer or geometry (same formula, charge and spin) in eV: 0.663
Total energy in eV: -18353.1049
E_HOMO in eV: -8.505
Gap between HOMO and LUMO in eV: 9.43

Löwdin atomic charge list, values in e, 5 entries:
1 H 0.066
2 H 0.079
3 H 0.067
4 H 0.073
5 C 0.025

The following is a DFT calculation (the ωB97M-V functional and the def2-TZVPD basis) of 2 unconnected molecules or ions with the total composition C7H16Si2 at a distorted geometry.

Structure (ORCA input):
```
! wB97M-V def2-TZVPD RIJCOSX def2/J DEFGRID3
* xyz 0 1
C 1.8608 1.0704 -0.4441
H 0.4061 -1.2785 1.2441
H -2.0350 0.3820 2.6150
H 1.1965 -1.4144 -1.8019
H 0.6306 2.7479 0.0027
H -1.8172 0.0639 -1.7102
H 3.3757 -0.8142 -1.2866
H -4.3991 -1.3828 -1.0372
H 2.7810 2.9072 -0.9291
H -0.7154 1.6845 2.2916
H 3.3134 1.5435 -1.9045
H 1.9505 -1.9125 1.7851
H -4.3021 -1.1308 0.5917
H -4.3446 0.3401 -0.4106
C -3.9666 -0.6749 -0.2439
Si -2.0093 -0.7010 -0.5853
Si 1.9518 -0.8629 -0.7244
C -1.2700 0.7846 1.9375
H 1.0726 -2.8004 0.5295
H -1.7213 -2.1946 -0.4910
C -1.1662 0.1956 0.7917
C 0.8142 1.7469 -0.1252
C 3.1025 1.8253 -0.8210
H 3.8966 1.6126 -0.1517
C 1.3947 -1.7375 0.8780
*
```

Values from the calculation:
Energy relative to the best compared isomer or geometry (same formula, charge and spin) in eV: 5.313
Total energy in eV: -23266.8411
E_HOMO (spin up / spin down) in eV: -7.825 / -7.954
Gap between HOMO and LUMO (spin up / spin down) in eV: 8.30 / 8.24

Löwdin atomic charge list, values in e, 5 entries:
1 C -0.508
2 H -0.003
3 H 0.059
4 H -0.064
5 H 0.023

The following is a DFT calculation (the ωB97M-V functional and the def2-TZVPD basis) of a molecular structure, C7H17AlN2O5PS2.

Structure (ORCA input):
```
! wB97M-V def2-TZVPD RIJCOSX def2/J DEFGRID3
* xyz -1 1
S -0.4562 -0.2511 3.6938
O -1.7461 0.5489 0.6302
Al -0.5423 -0.4536 1.4588
C -1.9975 -1.6798 -0.3127
H 3.3781 0.6632 -0.8066
S -1.0081 -2.0736 -1.8564
C -2.3577 -0.1436 -0.4005
O -4.1119 -2.5820 -1.7932
H -2.1001 0.2531 -1.3955
N 2.0930 4.5914 1.4036
H 0.5012 2.1483 0.2370
H 2.3928 -2.5255 -0.9974
O -3.0702 -4.2176 -0.2527
C 1.8941 3.7346 0.3588
H 3.1817 -2.1972 0.5441
P -3.5870 -2.6622 -0.2152
H 0.1578 3.5073 -0.8355
O 2.8140 3.3858 -0.3589
H 1.4748 -2.6853 0.5244
C 2.2362 -2.1089 -0.0001
O -1.2848 -1.9574 0.8179
H -3.4561 -0.0391 -0.3103
C 0.4906 3.2370 0.1676
H -3.7669 -1.8179 -2.2637
H 1.7836 0.9347 -1.5042
C 2.4761 0.1660 -1.1702
H -1.7723 -0.1871 3.9427
H 3.0263 4.9176 1.5812
H -2.7888 -4.4564 -1.1475
C 1.8417 -0.6382 -0.0399
N 1.1223 -0.1085 0.8433
H 2.7645 -0.4695 -2.0097
H -0.7136 -3.3188 -1.4484
H -0.2163 3.6312 0.8967
H 1.3471 4.8539 2.0188
*
```

Values from the calculation:
Total energy in eV: -58316.6467
E_HOMO in eV: -4.524
Gap between HOMO and LUMO in eV: 7.33

Löwdin atomic charge list, values in e, 5 entries:
1 S 0.378
2 O -0.177
3 Al -0.315
4 C -0.954
5 H 0.073

The following is a DFT calculation (the ωB97M-V functional and the def2-TZVPD basis) of 3 unconnected molecules or ions with the total composition C7H17BrO7P at a distorted geometry.

Structure (ORCA input):
```
! wB97M-V def2-TZVPD RIJCOSX def2/J DEFGRID3
* xyz -1 1
H 2.5096 -0.6784 2.0711
O 1.7343 2.5341 4.4069
H -2.4961 -2.6983 -4.3112
O 0.8239 0.4946 3.1060
O -2.1474 0.1740 -3.2408
H 1.4728 0.8155 0.6075
H -2.5469 0.6365 0.4430
H -0.1616 -3.3806 -5.2619
O -2.0434 -0.5274 -1.0984
C 1.5946 1.8995 0.5431
C 3.4058 -0.3936 2.6174
C -0.4088 -3.3149 -4.1963
H -1.2599 1.3015 -0.4467
O 1.7582 2.4934 1.8294
H -0.9739 0.3654 2.1015
H -0.7242 -4.2980 -3.8665
H -1.4475 -1.4131 -4.6504
C -1.9277 -0.6472 -2.4026
H 2.4820 2.0667 -0.0715
C -1.5241 -2.2942 -4.0093
H 4.2871 -0.4088 1.9852
H 0.7115 2.3739 0.1165
Br -3.0651 3.0896 1.9913
C -0.6092 0.7354 3.0530
O 3.2796 0.9506 3.1295
H -0.8518 1.7999 3.1055
H -1.0297 0.3035 3.9582
H -2.9338 1.3756 -1.1796
O -1.5080 -1.9040 -2.6450
H 0.5051 -2.9067 -3.7693
C -2.2274 0.8193 -0.5793
P 1.8573 1.7076 3.1957
H 3.4647 -1.0711 3.4680
*
```

Values from the calculation:
Energy relative to the best compared isomer or geometry (same formula, charge and spin) in eV: 0.000
Total energy in eV: -101203.3062
E_HOMO in eV: -4.153
Gap between HOMO and LUMO in eV: 6.66

Löwdin atomic charge list, values in e, 5 entries:
1 H 0.067
2 O -0.234
3 H 0.124
4 O -0.267
5 O 0.126

The following is a DFT calculation (the ωB97M-V functional and the def2-TZVPD basis) of a molecular structure, C7H17Cl4HfN4O9 at a distorted geometry.

Structure (ORCA input):
```
! wB97M-V def2-TZVPD RIJCOSX def2/J DEFGRID3
* xyz 3 1
H 2.3613 3.4501 -1.6365
H -1.6512 -2.4936 2.4496
H -0.6952 -1.0116 -0.1558
H 1.5749 -0.9138 -0.6402
O -0.1587 -0.0575 2.9373
H 1.6900 0.6374 -1.3089
Hf 1.9528 1.3882 2.9248
Cl 1.0833 -4.8728 0.6635
C 1.4552 3.5143 -2.2390
H -0.6088 -0.2223 -1.6604
N -1.4249 3.2249 1.9749
C -0.4249 -5.1537 -0.2326
H -2.5864 3.4184 3.6763
O -0.3667 2.7474 2.3968
C 1.1911 0.0973 -0.5042
C 2.3774 -3.3248 -3.1279
O 0.3125 -2.4606 -3.2544
O 1.0622 5.6566 -1.5477
Cl -1.6423 -5.9826 0.8260
N 1.4760 -2.2079 -3.2957
O -0.6206 4.3132 -1.5581
H 1.0059 2.5245 -2.3189
O 1.8954 -1.1153 -3.7353
N 0.5400 4.5829 -1.7451
Cl -0.3479 -6.2657 -1.6145
H -0.8338 0.6838 -0.1807
H 3.4363 -3.0666 -3.1393
O 1.5137 0.6538 0.7451
H -3.1543 4.2108 2.3155
H -2.6356 -1.8924 3.8438
O -1.9242 2.9085 0.9397
O -2.2543 0.0876 2.4016
H -1.0170 -2.2154 4.1223
C -2.2308 4.0682 2.8767
H 2.0662 -4.1305 -3.7928
H 1.5941 3.8732 -3.2588
C -1.6743 -1.8537 3.3316
N -1.3131 -0.4961 2.8291
H 2.2654 -3.5933 -2.0774
Cl -1.1367 -3.6306 -0.8046
H -1.8875 5.0494 3.2045
C -0.2646 -0.1298 -0.6303
*
```

Values from the calculation:
Total energy in eV: -83267.1708
E_HOMO in eV: -17.445
Gap between HOMO and LUMO in eV: 1.98

Löwdin atomic charge list, values in e, 5 entries:
1 H 0.098
2 H 0.113
3 H 0.037
4 H 0.158
5 O -0.117